Record 1
DFT (ωB97M-V/def2-TZVPD) results for a structure of composition C32H49BrClIrO2P in a non-equilibrium geometry.

Summary:
frontier orbital gap (alpha / beta): 4.69 / 6.99 eV
calculated total energy: -4879.06097 a.u.

```
! RIJCOSX wB97M-V def2-TZVPD def2/J DEFGRID3
* xyz -1 5
Ir -1.2561 -0.6956 0.2891
Cl -0.8579 -2.4571 1.7395
P 1.0307 -0.2626 0.3086
C -2.6528 -2.0316 -0.5766
H -2.7232 -1.9085 -1.6661
H -2.6614 -3.0651 -0.2015
C 1.5786 1.5020 -0.0828
C 1.8272 -1.4054 -0.9312
C 1.3434 1.8862 -1.5459
H 0.8868 2.1053 0.5245
C 1.5558 3.3884 -1.7646
H 2.0264 1.3211 -2.1980
H 0.3195 1.6311 -1.8549
C 2.8993 3.8977 -1.2332
H 1.4785 3.5943 -2.8387
H 0.7249 3.9197 -1.2813
C 3.2450 3.3769 0.1647
H 3.6939 3.6035 -1.9316
H 2.8886 4.9925 -1.2168
C 3.0092 1.8726 0.3232
H 4.2947 3.5951 0.3951
H 2.6367 3.9085 0.9091
H 3.7240 1.3207 -0.3062
H 3.2172 1.5861 1.3603
C 1.8058 -0.6972 1.9755
C 3.2372 -1.0219 -1.3981
H 1.8848 -2.3527 -0.3648
C 3.8406 -2.1692 -2.2133
H 3.1893 -0.1169 -2.0221
H 3.9011 -0.7883 -0.5534
C 2.9538 -2.5898 -3.3915
H 4.8288 -1.8651 -2.5776
H 3.9907 -3.0294 -1.5462
C 1.4804 -2.7877 -3.0121
H 3.0203 -1.8233 -4.1754
H 3.3444 -3.5176 -3.8233
C 0.9275 -1.6496 -2.1460
H 0.8629 -2.8726 -3.9148
H 1.3679 -3.7277 -2.4532
H 0.8590 -0.7306 -2.7512
H -0.0980 -1.8932 -1.8274
C 1.4987 0.3547 3.0472
H 1.2381 -1.6026 2.2541
C 1.9013 -0.1662 4.4331
H 2.0446 1.2868 2.8323
H 0.4275 0.6071 3.0307
C 3.3455 -0.6755 4.4829
H 1.7639 0.6315 5.1704
H 1.2167 -0.9807 4.7083
C 3.6936 -1.6332 3.3382
H 4.0369 0.1779 4.4625
H 3.5134 -1.1865 5.4360
C 3.2803 -1.0984 1.9631
H 4.7703 -1.8363 3.3302
H 3.1869 -2.5964 3.4956
H 3.9119 -0.2378 1.6937
H 3.4613 -1.8793 1.2115
C -1.5062 0.8946 1.3187
C -3.2941 -1.0085 0.2687
H -0.6863 1.6242 1.4139
C -4.0781 -1.4820 1.4851
H -3.8255 -0.2006 -0.2592
C -4.5810 -0.3348 2.3786
H -4.9509 -2.0241 1.0810
H -3.4788 -2.1962 2.0705
C -3.4193 0.4694 2.9606
H -5.2460 0.3195 1.7904
H -5.1849 -0.7561 3.1983
C -2.7645 1.3934 1.9026
H -3.7896 1.0908 3.7885
H -2.6741 -0.2178 3.3772
H -3.4683 1.6535 1.0885
H -2.5233 2.3506 2.4037
Br -2.3801 -0.9375 -4.2973
C -3.8252 -0.1936 -3.3083
C -5.1094 -0.7112 -3.4849
C -6.1931 -0.1648 -2.7894
C -6.0065 0.9677 -1.9983
C -4.7347 1.5252 -1.8509
C -3.6201 0.8769 -2.4124
C -2.2594 1.3073 -1.9198
O -2.0234 2.5155 -1.8072
O -1.4518 0.3204 -1.6300
H -5.2519 -1.5491 -4.1696
H -7.1765 -0.6208 -2.9006
H -6.8518 1.4401 -1.4923
H -4.5617 2.4401 -1.2856
*
```

Results of the Löwdin charge analysis, in e, for atoms 1 through 4:
1 Ir 1.06
2 Cl 0.04
3 P 0.97
4 C -0.29

---

Record 2
DFT (ωB97M-V/def2-TZVPD) results for a structure of composition C32H49Cl2IrO2P in a non-equilibrium geometry.

Summary:
frontier orbital gap (alpha / beta): 4.46 / 6.95 eV
calculated total energy: -2765.15203 a.u.

```
! RIJCOSX wB97M-V def2-TZVPD def2/J DEFGRID3
* xyz -1 5
Ir -0.7641 0.1444 1.2242
Cl -3.0060 0.3284 0.9757
P -0.5390 0.3207 -1.0367
C -0.6854 1.2618 2.7849
H 0.2280 1.7671 3.1344
H -1.6149 1.7450 3.1526
C 0.9586 -0.5499 -1.7532
C -0.4652 2.1288 -1.4615
C 2.2812 0.1680 -1.4856
H 0.9712 -1.4971 -1.1885
C 3.4442 -0.7712 -1.7866
H 2.3654 1.0654 -2.1172
H 2.3500 0.4966 -0.4439
C 3.4248 -1.2754 -3.2282
H 4.3883 -0.2635 -1.5724
H 3.3922 -1.6026 -1.0781
C 2.0511 -1.7806 -3.6616
H 3.7159 -0.4503 -3.8870
H 4.1722 -2.0656 -3.3589
C 0.8899 -0.8752 -3.2499
H 2.0270 -1.9547 -4.7420
H 1.8788 -2.7593 -3.2093
H 0.9446 0.0555 -3.8359
H -0.0533 -1.3567 -3.5326
C -2.0486 -0.3752 -1.8965
C 0.0872 2.4673 -2.8528
H -1.5346 2.4082 -1.4358
C -0.0575 3.9669 -3.1353
H 1.1535 2.2121 -2.9050
H -0.4080 1.8945 -3.6520
C 0.5798 4.8472 -2.0531
H 0.3720 4.2021 -4.1157
H -1.1255 4.2047 -3.2037
C 0.1495 4.4405 -0.6438
H 1.6722 4.7728 -2.1335
H 0.3166 5.8972 -2.2284
C 0.2715 2.9336 -0.3891
H 0.7408 4.9788 0.1029
H -0.8966 4.7284 -0.4891
H 1.3364 2.6538 -0.3948
H -0.1280 2.6795 0.6052
C -2.0833 -1.9009 -1.8021
H -2.8616 0.0150 -1.2600
C -3.4515 -2.4422 -2.2313
H -1.3153 -2.3263 -2.4622
H -1.8557 -2.2350 -0.7787
C -3.9219 -1.9197 -3.5906
H -3.4260 -3.5355 -2.2345
H -4.1905 -2.1637 -1.4734
C -3.7436 -0.4095 -3.7412
H -3.3522 -2.4231 -4.3795
H -4.9754 -2.1841 -3.7443
C -2.3640 0.1001 -3.3119
H -3.9535 -0.0976 -4.7674
H -4.4974 0.0914 -3.1257
H -1.6183 -0.2768 -4.0244
H -2.3504 1.1978 -3.3835
C -0.0800 -1.6193 2.0323
C -0.6882 -0.4827 3.0871
H 0.9027 -1.7011 1.5650
C -1.9493 -0.8235 3.8781
H 0.1944 -0.6635 3.7224
C -2.1232 -2.3099 4.1858
H -1.8836 -0.2376 4.7967
H -2.8322 -0.4301 3.3912
C -1.8208 -3.2117 2.9553
H -1.3733 -2.5572 4.9830
H -3.1407 -2.5709 4.5354
C -0.4146 -3.0272 2.5364
H -2.0262 -4.2503 3.1926
H -2.4502 -2.9122 2.1118
H 0.3460 -3.4168 3.3276
H -0.2706 -3.6640 1.6219
Cl 2.8072 0.9242 7.8251
C 2.7935 0.6004 6.1467
C 2.9745 -0.7003 5.6900
C 2.8722 -1.0048 4.3249
C 2.5672 0.0746 3.4498
C 2.5070 1.3874 3.8911
C 2.5624 1.6481 5.2405
C 2.3044 -0.2935 2.0227
O 2.9018 -1.2810 1.5287
O 1.4720 0.4812 1.3797
H 3.1823 -1.5204 6.3938
H 3.0000 -1.9794 3.9229
H 2.3876 2.1841 3.1347
H 2.4020 2.6756 5.6157
*
```

Results of the Löwdin charge analysis, in e, for atoms 1 through 4:
1 Ir 1.05
2 Cl 0.06
3 P 0.91
4 C -0.31

---

Record 3
DFT (ωB97M-V/def2-TZVPD) results for a cluster of 7 separate species, C32H49N6O6PS2 in total in a non-equilibrium geometry.

Summary:
structure (SMILES): CC(=O)OC[PH](S)(CCO)CCCS(=O)(=O)O.c1cc[nH]c1.c1cc[nH]c1.c1cc[nH]c1.c1cc[nH]c1.c1cc[nH]c1.c1cc[nH]c1
frontier orbital gap: 7.80 eV
calculated total energy: -3166.23364 a.u.

```
! RIJCOSX wB97M-V def2-TZVPD def2/J DEFGRID3
* xyz 0 1
C -2.4840 -1.5147 7.4654
C -1.3346 -1.9220 6.4536
O -0.3383 -2.5191 6.9498
O -1.2984 -1.7308 5.0572
C -2.4792 -1.0783 4.5215
P -2.5850 -1.0594 2.6152
S -2.8232 -0.8225 0.4631
C -2.1847 -2.8980 2.4462
C -0.7880 -3.2108 1.6976
O -0.8869 -4.6034 1.2309
C -4.4456 -0.6091 2.8048
C -5.4190 -1.8775 2.7055
C -6.6542 -1.8315 3.7458
S -6.3681 -2.8267 5.2813
O -5.0110 -3.5062 5.3095
O -6.5832 -1.9027 6.4516
O -7.4947 -4.0841 5.3591
H -2.0612 -0.9150 8.3545
H -3.3334 -0.8928 7.0411
H -2.9191 -2.4798 7.9089
H -3.4296 -1.5699 4.9259
H -2.4488 0.0186 4.8938
H -1.5831 -0.0066 2.5683
H -2.9174 0.5463 0.1566
H -2.2467 -3.4899 3.4225
H -3.0023 -3.3465 1.7619
H 0.1146 -3.1566 2.3927
H -0.6208 -2.5881 0.7593
H -1.6669 -5.0292 1.6557
H -4.5868 -0.0746 3.8141
H -4.6691 0.1646 2.0022
H -5.8837 -1.8788 1.6506
H -4.9111 -2.8860 2.8466
H -7.5350 -2.3367 3.1949
H -7.0128 -0.7589 3.9647
H -6.9816 -4.9125 5.5411
C 2.0560 2.7179 0.6394
C 2.7793 1.5715 1.0515
C 1.8945 0.5210 1.0904
N 0.6636 0.9916 0.7216
C 0.7534 2.3280 0.4396
H 2.4449 3.7166 0.5026
H 3.8298 1.5202 1.2919
H 2.0348 -0.5175 1.3490
H -0.1794 0.4388 0.6653
H -0.1157 2.8854 0.1233
C -1.2250 5.5716 -3.7359
C -1.6420 6.1168 -2.4965
C -0.8288 5.5899 -1.5231
N 0.0609 4.7432 -2.1286
C -0.1704 4.7304 -3.4783
H -1.6485 5.7731 -4.7087
H -2.4475 6.8176 -2.3345
H -0.8072 5.7431 -0.4546
H 0.7752 4.2127 -1.6549
H 0.4331 4.1237 -4.1369
C 7.6476 2.1058 -0.5619
C 8.2276 0.8267 -0.3741
C 7.5087 0.1910 0.6080
N 6.5183 1.0410 1.0238
C 6.5929 2.2091 0.3111
H 7.9657 2.8661 -1.2595
H 9.0768 0.4163 -0.8999
H 7.6165 -0.7893 1.0466
H 5.8410 0.8384 1.7403
H 5.8917 3.0106 0.4878
C -1.6236 -5.8658 -1.6074
C -1.4579 -7.2464 -1.8830
C -2.0161 -7.4887 -3.1145
N -2.5168 -6.3067 -3.5909
C -2.2772 -5.3110 -2.6807
H -1.2993 -5.3363 -0.7220
H -0.9821 -7.9813 -1.2506
H -2.1009 -8.3976 -3.6906
H -2.9870 -6.1877 -4.4729
H -2.5928 -4.2970 -2.8745
C 4.3572 -0.5583 -3.3331
C 3.2255 -0.2168 -4.1139
C 2.4096 0.5640 -3.3316
N 3.0052 0.7022 -2.1062
C 4.1951 0.0258 -2.1001
H 5.1979 -1.1631 -3.6391
H 3.0296 -0.5089 -5.1351
H 1.4586 1.0307 -3.5403
H 2.6267 1.2220 -1.3290
H 4.8221 0.0171 -1.2207
C 3.9887 5.4184 -7.4807
C 2.7012 5.9629 -7.7129
C 1.9751 5.8037 -6.5583
N 2.7754 5.1791 -5.6389
C 4.0063 4.9453 -6.1916
H 4.8116 5.3781 -8.1788
H 2.3454 6.4212 -8.6238
H 0.9607 6.0790 -6.3124
H 2.5015 4.9310 -4.7026
H 4.7856 4.4626 -5.6218
*
```

Results of the Löwdin charge analysis, in e, for atoms 1 through 4:
1 C -0.01
2 C -0.40
3 O 0.03
4 O -0.09

---

> Among the records above, which one has the lowest calculated total energy?

C32H49BrClIrO2P